P) This record from the Open Molecules 2025 dataset describes the molecule C2H4N2O4. The level of theory is ωB97M-V/def2-TZVPD.

Geometry as XYZ:
```
12
C2H4N2O4 | the Open Molecules 2025 dataset | ωB97M-V/def2-TZVPD
H 2.72 -0.20 1.00
N 1.86 0.28 0.70
C 0.89 -0.28 0.09
O 0.83 -1.65 -0.06
C -0.17 0.52 -0.49
O -0.16 1.87 -0.42
N -1.56 -0.05 -0.01
O -2.24 0.64 0.75
O -1.68 -1.25 -0.16
H -0.06 -1.99 -0.36
H -0.01 0.11 -1.56
H -0.40 1.99 0.52
```

Its charge is 0. The HOMO energy comes out at -10.602 eV. The calculation puts the LUMO energy at -0.8 eV. The SMILES is [H]/N=C(\O)[C@H](O)[N+](=O)[O-].

Q) This record from the Open Molecules 2025 dataset describes the molecule C2H4N2O4. The level of theory is ωB97M-V/def2-TZVPD.

Geometry as XYZ:
```
12
C2H4N2O4 | the Open Molecules 2025 dataset | ωB97M-V/def2-TZVPD
O -0.76 -1.23 1.61
N 0.01 -1.69 0.79
C 0.97 -0.63 0.28
O 1.79 -1.15 -0.70
C 0.12 0.46 -0.39
O 0.21 0.61 -1.62
N -0.65 1.22 0.38
O -1.57 2.09 -0.19
H 1.61 -0.24 1.08
H 1.35 -0.84 -1.55
H -1.07 0.83 1.26
H -1.36 2.04 -1.14
```

Its charge is 0. The HOMO energy comes out at -10.103 eV. The calculation puts the LUMO energy at -1.1 eV. The SMILES is O=N[C@@H](O)C(=O)NO.

Stability comparison, relative energies in eV: P) 0.000; Q) 0.071

P) This record from the Open Molecules 2025 dataset describes a cluster of 2 separate species, C7H13N4O2S in total. The level of theory is ωB97M-V/def2-TZVPD.

Geometry as XYZ:
```
27
C7H13N4O2S | the Open Molecules 2025 dataset | ωB97M-V/def2-TZVPD
C -1.76 1.16 -1.36
C 1.06 1.26 1.01
C 1.33 0.64 -1.28
C 1.32 -0.18 1.52
C 1.54 -0.83 -0.94
C -3.26 1.56 0.27
C -0.89 1.35 -0.32
N -3.11 1.40 -1.01
N 0.47 1.44 -0.29
N -1.67 -1.94 -0.03
N 2.14 -0.89 0.48
O -1.08 -2.37 0.91
O -2.57 -2.81 -0.58
S -1.84 1.46 1.23
H -1.32 0.79 -2.28
H 0.39 1.92 1.60
H 2.06 1.79 1.10
H 2.34 1.16 -1.24
H 0.81 0.73 -2.20
H 2.00 -0.24 2.45
H 0.33 -0.66 1.66
H 0.69 -1.47 -1.07
H 2.33 -1.33 -1.67
H -4.15 1.69 0.91
H -2.64 -3.66 -0.02
H 2.90 -0.21 0.33
H 2.56 -1.77 0.83
```

Its charge is +1. The HOMO energy comes out at -11.417 eV. The calculation puts the LUMO energy at -3.4 eV.

Q) This record from the Open Molecules 2025 dataset describes the ion C7H13N4O2S with charge +1. The level of theory is ωB97M-V/def2-TZVPD.

Geometry as XYZ:
```
27
C7H13N4O2S | the Open Molecules 2025 dataset | ωB97M-V/def2-TZVPD
O -0.65 2.07 0.56
N -1.29 1.03 0.69
O -2.63 1.31 1.29
C -1.07 -0.22 0.37
C -1.89 -1.33 0.83
N -3.13 -1.32 0.70
C -3.75 -0.57 -0.19
S -3.37 -0.19 -1.67
N 0.13 -0.51 -0.20
C 0.58 0.15 -1.42
C 1.69 1.20 -0.96
N 2.80 0.43 -0.23
C 2.29 -0.42 0.84
C 1.14 -1.24 0.40
H -3.27 1.24 0.66
H -1.31 -2.09 1.42
H -4.63 0.00 0.21
H -0.30 0.64 -1.92
H 1.09 -0.37 -2.16
H 2.15 1.67 -1.80
H 1.16 2.05 -0.44
H 3.28 -0.20 -0.95
H 3.42 1.23 0.22
H 2.07 0.28 1.63
H 3.05 -1.06 1.12
H 1.52 -1.99 -0.29
H 0.92 -1.76 1.30
```

Its charge is +1. The HOMO energy comes out at -11.785 eV. The calculation puts the LUMO energy at -3.9 eV. The SMILES is [O-]/[N+](O)=C(/C=N\C=S)N1CC[NH2+]CC1.

Stability comparison, relative energies in eV: P) 0.000; Q) 2.151